No. 1
11
Properties=species:S:1:pos:R:3:forces:R:3 method="wB97M-V/def2-TZVPD" charge=0 lumo_ev=-0.146 orbital_gap_ev=11.159 de_lowest_kj_mol=390.1
C 1.1462 0.6060 0.2394 -1.3 1.2 0.9
C 0.0679 -0.2780 -0.4779 0.5 -1.4 3.9
N -1.3370 0.1161 0.0416 1.5 1.2 0.0
O -1.6660 1.2847 -0.2038 -0.5 -2.3 0.8
O -1.8602 -0.7571 0.7093 -1.3 1.6 -0.4
O 0.1867 -1.6656 -0.1598 2.5 2.2 -1.3
H 1.2047 0.6015 1.3571 -0.2 -1.3 -0.8
H 0.7410 1.6645 0.1997 1.0 -0.9 -1.0
H 2.1505 0.4290 -0.1804 -0.6 0.4 0.0
H 0.0438 0.0004 -1.4731 0.0 0.0 -2.3
H -0.6776 -2.0016 -0.0519 -1.6 -0.7 0.3

No. 2
11
Properties=species:S:1:pos:R:3:forces:R:3 method="wB97M-V/def2-TZVPD" charge=0 lumo_ev=0.559 orbital_gap_ev=10.945 de_lowest_kj_mol=98.0
C -0.8538 0.1701 1.7801 2.0 4.3 -2.1
N -1.7343 0.9605 0.9440 0.4 -3.0 1.8
O 0.3379 0.5435 1.9191 -3.5 -1.5 -0.2
H -1.3172 -0.6486 2.2646 -0.4 -1.1 0.6
H -1.1709 1.6807 0.5158 -0.8 0.2 -0.6
H -2.6913 0.5794 0.6601 2.3 1.2 0.4
O 1.5032 0.3708 -2.5297 -0.8 -1.0 1.7
C 1.8225 -0.4294 -1.6735 0.6 -0.4 -1.8
O 1.0598 -1.4284 -1.0837 0.7 1.8 -0.6
H 2.9253 -0.5233 -1.5070 -0.9 -0.4 0.9
H 0.1188 -1.2753 -1.2897 0.4 0.1 -0.1

No. 3
12
Properties=species:S:1:pos:R:3:forces:R:3 method="wB97M-V/def2-TZVPD" charge=0 lumo_ev=0.585 orbital_gap_ev=10.919 de_lowest_kj_mol=254.9
C 0.9896 -0.3564 0.7887 1.0 -2.1 0.1
C -0.0917 -0.5761 -0.2263 0.7 -1.8 -3.4
N -1.3788 -0.8192 0.2666 0.4 -0.1 0.2
O -0.8846 1.9519 -0.2514 -1.5 1.3 0.0
O 0.8199 1.4021 -1.9718 -0.1 -0.1 0.7
O 1.1794 0.9996 0.5664 1.7 2.1 -0.6
S 0.1709 1.1473 -0.7190 1.6 -0.6 0.3
H 0.6878 -0.5520 1.7670 -1.5 0.2 1.8
H 1.8717 -1.0311 0.8281 0.1 0.8 -1.3
H 0.1370 -1.1423 -1.1978 0.0 0.1 1.7
H -1.5563 0.1054 0.6647 -1.7 -0.5 0.0
H -1.9449 -1.1293 -0.5152 -0.6 0.6 0.5

No. 4
12
Properties=species:S:1:pos:R:3:forces:R:3 method="wB97M-V/def2-TZVPD" charge=0 lumo_ev=0.248 orbital_gap_ev=10.856 de_lowest_kj_mol=142.5
C -3.1101 0.9355 1.8846 0.2 2.0 -0.4
C -0.7880 0.7598 -0.8346 -0.8 -0.6 1.0
N -2.9897 0.1951 2.7858 1.9 -4.6 2.7
O -0.7037 -1.5206 1.9797 -0.5 0.2 1.1
O -3.2776 1.8601 1.1864 -0.2 0.0 -1.0
O -0.0968 -0.4224 -0.5926 0.4 0.0 0.4
Si -0.0687 -1.4348 0.6261 0.1 -0.1 -0.6
H -0.3233 1.2152 -1.6058 1.1 1.3 -3.1
H -0.7310 1.4942 -0.0882 0.0 0.6 1.8
H -1.7954 0.5142 -1.0251 -1.2 0.1 -0.4
H -2.3315 -0.6556 3.0616 -1.8 2.6 -1.4
H 0.6993 -2.3673 -0.0798 0.9 -1.5 0.0